Below is a single C11H22N2O3 molecule, with properties calculated with ωB97M-V/def2-TZVPD.

Last column: Mulliken charge in e.
Geometry (Å):
C -1.404 -1.976 0.696  -1.684
C -2.395 -1.367 -0.246  1.237
C -3.746 -1.071 0.450  -1.777
C -2.028 -0.041 -1.036  -1.532
C -1.706 1.292 -0.290  0.233
N -2.517 2.426 -0.617  -0.731
C -0.175 1.541 -0.520  0.487
O 0.191 2.555 -1.095  -0.711
N 0.527 0.489 -0.181  0.313
C 1.872 0.321 -0.640  -0.302
C 1.940 -1.002 -1.280  -0.071
O 1.157 -1.851 -0.950  -0.496
O 2.906 -1.170 -2.119  -0.435
C 2.906 0.561 0.378  0.363
C 2.689 1.853 1.066  -1.425
C 3.042 -0.623 1.371  -1.388
H -1.850 -2.721 1.360  0.501
H -0.996 -1.295 1.517  0.330
H -0.575 -2.556 0.308  0.333
H -2.469 -2.321 -0.917  0.171
H -4.426 -0.580 -0.166  0.421
H -4.239 -1.969 0.720  0.454
H -3.505 -0.464 1.273  0.449
H -1.151 -0.256 -1.712  0.279
H -2.941 0.405 -1.621  0.461
H -1.878 1.084 0.784  0.343
H -2.014 2.871 -1.401  0.379
H -2.397 3.097 0.208  0.346
H -0.052 -0.344 0.076  -0.205
H 1.970 1.067 -1.469  0.790
H 2.824 -2.014 -2.477  0.412
H 3.907 0.511 -0.150  0.334
H 1.751 1.697 1.576  0.335
H 2.560 2.624 0.303  0.358
H 3.456 2.064 1.880  0.387
H 3.644 -0.330 2.206  0.401
H 2.059 -0.917 1.850  0.206
H 3.062 -1.589 0.865  0.431

Calculated values
Kohn-Sham gap (eV): 9.84
LUMO (hartree): 0.020
Structure (SMILES): CC(C)C[C@H](N)C(=O)N[C@H](C(=O)O)C(C)C
DFT total energy (hartree): -767.537979
ΔE to the lowest compared entry with this formula, charge and spin (kJ/mol): 268.2

Below is a 10-piece molecular cluster, C65H125N5O15 overall, with properties calculated with ωB97M-V/def2-TZVPD.

Last column: Mulliken charge in e.
Geometry (Å):
C -0.222 0.398 1.261  -1.994
C 1.099 0.893 0.659  2.335
C 2.165 0.822 1.754  -2.206
C 1.611 0.068 -0.520  -1.389
C 0.756 0.315 -1.748  0.668
C 0.813 1.792 -2.148  -1.840
C 0.425 2.722 -1.002  2.882
C 0.966 4.100 -1.327  -2.097
C -1.116 2.775 -0.970  -1.197
N 1.041 2.290 0.237  0.390
O 0.822 3.179 1.278  0.598
H -0.516 1.025 2.102  0.356
H -1.029 0.395 0.524  0.254
H -0.160 -0.648 1.585  0.516
H 1.824 1.198 2.723  0.269
H 2.496 -0.201 1.969  0.406
H 3.043 1.410 1.471  0.439
H 2.666 0.295 -0.693  0.269
H 1.512 -0.990 -0.253  -0.087
H 1.152 -0.255 -2.596  0.589
H -0.263 -0.004 -1.519  -0.836
H 0.273 1.979 -3.069  0.720
H 1.888 1.993 -2.285  -0.093
H 2.047 4.037 -1.513  0.342
H 0.910 4.842 -0.529  0.234
H 0.540 4.514 -2.245  0.433
H -1.511 3.331 -1.826  0.357
H -1.448 3.400 -0.136  -0.405
H -1.584 1.794 -0.969  -0.045
H 1.691 3.597 1.462  0.232
C -5.522 -1.375 7.311  -1.742
C -4.448 -0.296 7.221  1.817
C -4.694 0.718 8.340  -2.084
C -3.076 -0.923 7.401  -1.371
C -2.464 -1.558 6.164  -0.947
C -2.585 -0.609 4.977  -0.784
C -3.948 0.029 4.713  2.335
C -3.692 1.179 3.769  -2.401
C -4.911 -0.971 4.061  -1.370
N -4.481 0.518 5.991  0.275
O -5.800 1.069 5.813  -0.534
H -6.533 -1.021 7.107  0.325
H -5.368 -2.180 6.584  0.384
H -5.484 -1.897 8.269  0.482
H -4.486 0.270 9.315  0.433
H -4.077 1.609 8.230  0.458
H -5.741 1.020 8.313  0.402
H -2.396 -0.291 7.981  0.387
H -3.207 -1.745 8.123  0.471
H -1.439 -1.853 6.401  0.432
H -2.928 -2.518 5.902  0.316
H -2.317 -1.173 4.073  -0.003
H -1.754 0.099 5.086  0.450
H -4.591 1.767 3.554  0.541
H -3.201 0.876 2.846  0.173
H -3.058 1.924 4.266  0.576
H -4.485 -1.445 3.176  0.044
H -5.768 -0.388 3.709  0.408
H -5.332 -1.720 4.721  0.241
H -5.662 2.023 5.794  0.350
C -4.947 1.024 -5.663  -1.898
C -4.392 1.483 -4.305  2.519
C -4.227 0.263 -3.405  -2.622
C -2.992 2.050 -4.498  -0.659
C -2.955 3.478 -5.029  -0.987
C -3.838 4.414 -4.217  -1.067
C -5.258 3.890 -4.061  1.563
C -5.911 4.679 -2.932  -2.029
C -6.018 4.051 -5.390  -1.773
N -5.173 2.495 -3.617  0.445
O -6.468 1.965 -3.374  -0.526
H -4.860 -0.060 -5.790  0.465
H -6.031 1.163 -5.630  0.378
H -4.506 1.486 -6.543  0.292
H -5.150 -0.321 -3.478  0.571
H -3.440 -0.385 -3.790  0.344
H -4.090 0.535 -2.361  0.452
H -2.445 1.973 -3.559  -0.308
H -2.450 1.509 -5.282  0.425
H -1.932 3.863 -5.097  0.458
H -3.261 3.552 -6.082  0.467
H -3.793 5.387 -4.721  0.417
H -3.403 4.622 -3.233  0.328
H -6.964 4.455 -2.782  0.444
H -5.835 5.742 -3.178  0.409
H -5.288 4.533 -2.049  0.424
H -6.919 3.446 -5.331  0.321
H -5.394 3.638 -6.182  0.324
H -6.146 5.108 -5.611  0.456
H -6.564 2.102 -2.424  0.347
C -0.920 -2.895 -1.552  -1.432
C -1.937 -3.988 -1.856  2.637
C -2.110 -4.171 -3.370  -2.087
C -1.438 -5.352 -1.356  -1.604
C -1.318 -5.483 0.160  -0.333
C -2.731 -5.318 0.704  -1.698
C -3.503 -4.116 0.157  1.949
C -4.989 -4.398 0.323  -2.281
C -3.224 -2.902 1.069  -1.832
N -3.219 -3.743 -1.214  0.202
O -3.968 -2.670 -1.672  -0.216
H 0.104 -3.010 -1.936  0.176
H -1.220 -1.893 -1.859  0.213
H -0.705 -2.831 -0.479  -0.051
H -2.857 -4.936 -3.576  0.586
H -2.340 -3.218 -3.854  0.239
H -1.159 -4.496 -3.802  0.230
H -2.179 -6.051 -1.755  0.632
H -0.474 -5.593 -1.809  0.144
H -0.873 -6.459 0.326  0.406
H -0.738 -4.655 0.570  0.230
H -2.682 -5.177 1.789  0.422
H -3.286 -6.262 0.644  0.446
H -5.463 -5.121 -0.347  0.455
H -5.559 -3.468 0.301  0.433
H -5.154 -4.849 1.309  0.404
H -2.212 -2.511 0.976  -0.032
H -3.454 -3.025 2.130  0.691
H -3.903 -2.105 0.742  0.544
H -4.726 -3.105 -2.086  0.318
C 4.811 -4.374 -2.438  -1.819
C 3.428 -4.685 -1.830  1.778
C 2.941 -3.450 -1.085  -1.419
C 2.415 -4.992 -2.922  0.170
C 2.553 -6.409 -3.471  -1.024
C 2.418 -7.439 -2.333  -1.045
C 3.387 -7.201 -1.156  1.427
C 2.835 -7.965 0.050  -1.607
C 4.728 -7.846 -1.585  -1.752
N 3.539 -5.787 -0.902  0.496
O 4.256 -5.479 0.254  -0.504
H 5.159 -5.225 -3.016  0.421
H 4.648 -3.572 -3.166  0.295
H 5.484 -4.014 -1.666  0.366
H 2.640 -2.684 -1.805  0.228
H 2.131 -3.640 -0.383  0.405
H 3.785 -3.031 -0.529  -0.023
H 1.396 -4.813 -2.585  -0.698
H 2.646 -4.334 -3.767  0.427
H 1.683 -6.567 -4.113  0.401
H 3.501 -6.624 -3.958  0.408
H 2.689 -8.380 -2.820  0.418
H 1.384 -7.569 -2.005  0.279
H 1.773 -7.763 0.158  0.128
H 3.381 -7.690 0.957  0.383
H 3.059 -9.030 -0.034  0.410
H 5.499 -7.732 -0.816  0.367
H 5.134 -7.403 -2.502  0.348
H 4.628 -8.897 -1.867  0.473
H 5.194 -5.624 0.026  0.357
O 5.912 6.997 0.587  -0.583
C 5.645 6.090 -0.104  0.312
C 5.356 4.663 0.312  0.519
C 5.609 3.875 -0.971  -0.207
C 5.300 4.914 -2.039  -0.309
O 5.551 6.203 -1.448  -0.421
H 6.015 4.449 1.148  0.284
H 4.315 4.649 0.642  -0.475
H 6.648 3.548 -0.983  0.366
H 4.955 3.006 -1.026  0.019
H 5.937 4.817 -2.912  0.306
H 4.266 4.829 -2.376  0.192
O 5.496 2.682 -4.354  -0.537
C 4.776 2.041 -5.005  0.503
C 3.760 2.465 -6.048  -0.504
C 2.850 1.256 -6.132  0.040
C 3.738 0.100 -5.669  -0.371
O 4.706 0.704 -4.800  -0.341
H 3.299 3.381 -5.687  0.294
H 4.277 2.633 -6.996  0.314
H 2.101 1.357 -5.342  -0.263
H 2.367 1.028 -7.079  0.412
H 3.237 -0.699 -5.124  0.202
H 4.238 -0.409 -6.505  0.295
O 7.550 1.194 2.665  -0.613
C 6.945 0.281 2.227  0.468
C 6.681 -1.062 2.874  -0.487
C 6.337 -1.921 1.679  -0.416
C 5.687 -0.914 0.717  0.372
O 6.377 0.315 1.007  -0.373
H 7.575 -1.410 3.385  0.337
H 5.862 -1.012 3.593  0.277
H 7.231 -2.199 1.107  0.315
H 5.799 -2.856 1.818  0.312
H 5.863 -1.206 -0.316  0.356
H 4.615 -0.739 0.838  -0.511
O 2.968 4.298 2.580  -0.578
C 3.547 4.304 3.621  0.285
C 5.030 4.053 3.828  0.281
C 5.218 4.216 5.363  -0.660
C 3.874 4.802 5.814  -0.433
O 2.933 4.425 4.807  -0.371
H 5.292 3.047 3.513  -0.111
H 5.669 4.780 3.334  0.251
H 5.542 3.267 5.793  0.282
H 6.038 4.874 5.652  0.316
H 3.531 4.375 6.755  0.307
H 3.979 5.880 5.943  0.282
O -1.893 7.567 1.140  -0.598
C -1.974 6.591 1.796  0.397
C -1.050 5.398 1.883  0.852
C -1.841 4.403 2.723  -0.080
C -2.779 5.302 3.511  -0.523
O -3.006 6.432 2.663  -0.417
H -0.828 4.898 0.952  -0.668
H -0.127 5.777 2.326  0.114
H -2.429 3.686 2.143  0.108
H -1.182 3.751 3.297  0.267
H -3.708 4.807 3.795  0.323
H -2.364 5.691 4.447  0.265

Calculated values
Kohn-Sham gap (eV): 8.27
LUMO (hartree): 0.007
Structure (SMILES): CC1(C)CCCC(C)(C)N1O.CC1(C)CCCC(C)(C)N1O.CC1(C)CCCC(C)(C)N1O.CC1(C)CCCC(C)(C)N1O.CC1(C)CCCC(C)(C)N1O.O=C1CCCO1.O=C1CCCO1.O=C1CCCO1.O=C1CCCO1.O=C1CCCO1
DFT total energy (hartree): -3953.867844